1.
{"formula": "C27H33Br45F4N2O4", "method": "ωB97M-V with the def2-TZVPD basis set", "symbols": ["C", "C", "C", "F", "C", "C", "C", "O", "C", "N", "N", "C", "O", "O", "C", "C", "C", "O", "C", "F", "F", "F", "H", "H", "H", "H", "H", "H", "H", "H", "H", "H", "H", "H", "H", "H", "H", "H", "H", "H", "C", "Br", "Br", "Br", "H", "C", "Br", "Br", "Br", "H", "C", "Br", "Br", "Br", "H", "C", "Br", "Br", "Br", "H", "C", "Br", "Br", "Br", "H", "C", "Br", "Br", "Br", "H", "C", "Br", "Br", "Br", "H", "C", "Br", "Br", "Br", "H", "C", "Br", "Br", "Br", "H", "C", "Br", "Br", "Br", "H", "C", "Br", "Br", "Br", "H", "C", "Br", "Br", "Br", "H", "C", "Br", "Br", "Br", "H", "C", "Br", "Br", "Br", "H", "C", "Br", "Br", "Br", "H"], "xyz": [[4.568, -0.014, -0.852], [3.390, -0.942, -0.502], [2.172, -0.766, -1.402], [1.904, -1.998, -2.010], [0.914, -0.267, -0.673], [1.220, 1.179, -0.210], [0.311, 2.045, -1.131], [1.070, 2.875, -1.938], [-0.773, 2.792, -0.259], [-0.851, 4.229, -0.585], [-0.450, 1.103, -1.955], [-1.513, 1.592, -2.991], [-1.020, 1.948, -4.046], [-2.649, 1.503, -2.551], [-0.182, -0.122, -1.708], [-0.896, -1.234, -2.418], [-0.958, -2.529, -1.600], [-0.350, -3.642, -2.214], [-2.406, -2.936, -1.194], [-2.365, -3.252, 0.135], [-3.308, -1.964, -1.319], [-2.823, -4.031, -1.822], [5.093, -0.379, -1.736], [4.249, 1.004, -1.076], [5.279, -0.034, -0.028], [3.150, -0.841, 0.558], [3.748, -1.962, -0.646], [2.376, -0.051, -2.207], [0.627, -0.868, 0.189], [1.122, 1.396, 0.848], [2.228, 1.488, -0.486], [1.618, 3.450, -1.394], [-0.537, 2.693, 0.800], [-1.736, 2.312, -0.396], [-1.830, 4.487, -0.657], [-0.501, 4.755, 0.208], [-0.345, -1.380, -3.361], [-1.874, -0.831, -2.690], [-0.428, -2.396, -0.658], [-0.024, -3.404, -3.085], [-6.170, -5.681, -2.434], [-7.285, -4.778, -1.155], [-4.748, -6.655, -1.575], [-7.193, -6.811, -3.607], [-5.706, -4.921, -3.046], [-4.179, -6.933, 2.432], [-3.187, -5.688, 3.508], [-3.697, -8.757, 2.799], [-6.070, -6.637, 2.624], [-3.931, -6.735, 1.398], [-7.621, -6.368, 6.138], [-8.957, -7.567, 6.830], [-8.102, -4.526, 6.431], [-5.873, -6.762, 6.834], [-7.575, -6.518, 5.069], [2.372, -0.319, -5.801], [1.161, -1.727, -5.287], [1.535, 1.368, -5.466], [4.088, -0.494, -4.938], [2.539, -0.413, -6.865], [2.410, 5.063, -4.578], [0.547, 5.428, -4.325], [3.208, 6.214, -5.900], [3.372, 5.142, -2.909], [2.495, 4.049, -4.944], [0.815, -5.563, 2.538], [-0.438, -4.596, 1.452], [1.349, -7.223, 1.723], [2.330, -4.469, 3.002], [0.311, -5.812, 3.462], [-3.687, 4.264, 2.566], [-4.165, 5.543, 1.210], [-3.312, 2.534, 1.815], [-2.220, 4.885, 3.643], [-4.542, 4.155, 3.218], [-0.316, 9.863, -3.365], [0.289, 9.274, -5.093], [-0.544, 8.393, -2.141], [0.844, 11.215, -2.633], [-1.286, 10.316, -3.503], [-4.018, 6.927, 7.151], [-3.621, 8.142, 5.712], [-4.449, 5.169, 6.494], [-2.595, 6.866, 8.444], [-4.896, 7.304, 7.656], [3.027, 2.529, 3.727], [1.801, 3.411, 2.533], [3.863, 1.009, 2.891], [4.320, 3.753, 4.446], [2.447, 2.150, 4.556], [1.352, -3.462, 7.150], [0.392, -2.192, 8.228], [0.158, -4.455, 6.008], [2.778, -2.618, 6.166], [1.809, -4.173, 7.822], [8.712, -0.899, 0.589], [7.335, -0.194, 1.735], [10.167, -1.650, 1.607], [8.002, -2.163, -0.676], [9.106, -0.070, 0.023], [11.717, 2.486, -1.636], [13.403, 2.452, -2.559], [10.232, 2.565, -2.859], [11.546, 1.000, -0.421], [11.692, 3.388, -1.043], [-7.068, -1.425, 4.244], [-8.311, -0.355, 3.237], [-6.648, -3.069, 3.342], [-5.476, -0.438, 4.690], [-7.552, -1.686, 5.174], [-1.068, -1.289, -8.876], [-1.989, -1.645, -10.525], [-1.933, -2.148, -7.386], [0.799, -1.761, -9.003], [-1.117, -0.224, -8.703]], "homo_energy_ev": -9.4, "orbital_gap_ev": 8.78, "multiplicity": 1, "lumo_energy_ev": -0.6}

=====

2.
{"formula": "C20H15BrN8O2ReS2", "method": "ωB97M-V with the def2-TZVPD basis set", "symbols": ["Re", "C", "O", "C", "C", "C", "Br", "C", "C", "C", "O", "C", "N", "C", "C", "C", "C", "C", "C", "N", "H", "H", "H", "H", "H", "H", "H", "H", "H", "H", "H", "S", "C", "S", "C", "C", "N", "C", "N", "N", "C", "N", "N", "C", "N", "H", "H", "H", "H"], "xyz": [[-0.372, 0.202, -2.688], [2.769, 0.092, -3.469], [1.957, -0.088, -2.278], [2.454, 0.429, -1.101], [3.735, 0.937, -0.965], [4.142, 1.449, 0.261], [5.882, 2.117, 0.439], [3.279, 1.494, 1.341], [1.993, 0.985, 1.187], [1.594, 0.425, -0.014], [0.323, -0.115, -0.135], [1.009, 1.070, 2.275], [-0.084, 1.830, 2.246], [-0.848, 1.645, 3.408], [-2.038, 2.216, 3.837], [-2.501, 1.782, 5.061], [-1.802, 0.828, 5.823], [-0.614, 0.277, 5.392], [-0.147, 0.716, 4.159], [0.991, 0.386, 3.415], [3.693, -0.472, -3.373], [2.968, 1.151, -3.624], [2.188, -0.305, -4.293], [4.424, 0.951, -1.797], [3.593, 1.941, 2.276], [0.391, -1.078, -0.234], [-2.569, 2.957, 3.255], [-3.425, 2.191, 5.448], [-2.208, 0.521, 6.778], [-0.074, -0.449, 5.986], [1.709, -0.270, 3.684], [-2.569, 0.937, -2.425], [-1.707, 2.218, -1.689], [-0.138, 2.502, -2.281], [-2.137, 2.839, -0.395], [-1.227, 2.839, 0.558], [-0.254, 2.836, 1.294], [-3.467, 3.332, -0.206], [-4.546, 3.705, -0.071], [-1.331, -6.291, -3.791], [-1.582, -4.991, -3.720], [-2.789, -4.532, -4.053], [-0.595, -4.207, -3.295], [-0.621, -2.950, -3.134], [-0.550, -1.798, -2.950], [-2.001, -6.951, -4.147], [-0.405, -6.615, -3.567], [-3.516, -5.141, -4.390], [-2.978, -3.545, -4.039]], "homo_energy_ev": [-13.5, -12.7], "orbital_gap_ev": [7.38, 6.47], "multiplicity": 4, "charge": 2, "lumo_energy_ev": [-6.2, -6.2]}

=====

3.
{"formula": "C6H14BF4N2O2P2", "method": "ωB97M-V with the def2-TZVPD basis set", "symbols": ["C", "P", "C", "C", "O", "C", "O", "C", "C", "N", "P", "N", "H", "H", "H", "H", "H", "H", "H", "H", "H", "H", "H", "H", "H", "H", "B", "F", "F", "F", "F"], "xyz": [[-1.629, 1.397, -0.239], [-0.963, -0.242, 0.571], [-0.682, 0.218, 2.429], [0.775, -0.483, -0.181], [0.830, -1.471, -1.295], [0.713, -0.759, -2.577], [-0.471, -0.139, -2.818], [1.849, -0.650, -3.751], [3.145, 0.284, -3.392], [3.155, 1.435, -2.646], [2.044, -1.039, 1.161], [2.783, 0.342, 1.662], [-0.657, 1.968, -0.633], [-2.117, 2.071, 0.584], [-2.365, 1.167, -1.150], [0.201, 0.989, 2.433], [-0.393, -0.701, 3.100], [-1.629, 0.808, 2.855], [1.072, 0.557, -0.682], [2.245, -1.757, -3.960], [1.322, -0.299, -4.735], [4.189, -0.053, -3.861], [2.171, 1.605, -2.344], [3.081, -1.894, 0.596], [1.431, -1.727, 2.285], [2.383, 1.168, 1.158], [-4.497, -0.559, 3.086], [-4.297, 0.409, 4.151], [-3.821, -1.801, 3.426], [-5.919, -0.811, 2.921], [-3.950, -0.035, 1.845]], "e_above_lowest_kcal_mol": 99.3, "homo_energy_ev": -5.7, "orbital_gap_ev": 7.44, "multiplicity": 1, "charge": -1, "lumo_energy_ev": 1.8}